# 1
Entry from the OMol25 dataset: a cluster of 12 separate species, C35H49N11O10S in total (ωB97M-V with the def2-TZVPD basis set).

Each line ends with the Mulliken charge.
Element x y z (Å)
1 S -0.2393 -0.0196 -0.0170  0.03
2 O -0.6273 0.9384 -1.0580  -1.13
3 O -1.2053 -1.1386 0.0910  -0.26
4 O 1.1527 -0.5216 -0.3470  -0.41
5 O -0.2543 0.6654 1.2780  -0.25
6 N 3.0367 1.1284 -0.3740  1.67
7 C 4.4197 1.0634 0.1120  -0.65
8 C 4.9887 2.3544 -0.3370  -0.53
9 C 3.9537 3.1844 -0.9840  -1.50
10 C 2.6687 2.3174 -0.9120  -0.59
11 H 2.4057 0.2504 -0.4110  -0.26
12 H 4.7317 0.0534 0.4630  0.36
13 H 6.1167 2.4364 -0.2060  0.29
14 H 4.0437 4.1784 -1.3530  0.50
15 H 1.6957 2.5854 -0.9920  0.96
16 N 1.2207 1.5954 3.0430  0.93
17 C 0.6587 1.6044 4.3610  -0.68
18 C 1.7917 2.3284 5.2550  -0.55
19 C 2.8927 2.7094 4.2640  -1.02
20 C 2.4557 2.1194 2.8930  0.03
21 H 0.6257 1.1704 2.2010  -0.07
22 H -0.3563 1.3114 4.5980  0.55
23 H 1.4837 2.4204 6.3920  0.23
24 H 3.8097 3.3394 4.6510  0.21
25 H 2.9727 1.8254 2.1720  0.24
26 N -2.2103 -2.7056 -1.6400  0.50
27 C -2.8693 -3.9206 -1.6010  -0.30
28 C -2.9123 -4.5626 -2.9800  -0.56
29 C -2.2323 -3.4946 -3.8840  -1.00
30 C -1.7813 -2.3656 -2.9300  -0.84
31 H -1.9253 -2.0586 -0.8340  0.24
32 H -2.9623 -4.3696 -0.6180  0.37
33 H -3.1883 -5.7456 -3.1190  0.22
34 H -2.1143 -3.5746 -4.9550  0.38
35 H -1.3083 -1.4696 -3.0190  1.11
36 N -2.6003 1.3844 -2.7170  0.70
37 C -3.8203 2.1314 -2.3420  -0.69
38 C -4.8013 1.9494 -3.4520  -0.39
39 C -4.0863 1.2094 -4.4840  -0.68
40 C -2.7173 0.9194 -3.9810  0.07
41 H -1.7383 1.0504 -2.2000  0.11
42 H -3.9143 2.6354 -1.3850  0.49
43 H -5.8573 2.4314 -3.3510  0.26
44 H -4.5653 1.0374 -5.5850  0.15
45 H -1.6873 0.4614 -4.5660  0.08
46 N -2.2983 1.8144 2.5650  0.81
47 C -3.5463 1.2584 2.3400  0.04
48 C -4.4433 2.0354 3.2370  -0.84
49 C -3.6073 3.0804 3.9310  -0.84
50 C -2.2043 2.8534 3.4170  -0.14
51 H -1.4883 1.2984 2.0250  -0.19
52 H -3.5653 0.1444 1.8070  0.04
53 H -5.4823 1.7404 3.3580  0.37
54 H -3.7563 3.7754 4.6730  0.52
55 H -1.1463 3.3934 3.7280  0.27
56 N -2.0233 -2.2716 2.6720  0.46
57 C -2.0813 -1.4866 3.8430  -0.20
58 C -2.4453 -2.4876 4.8570  -0.73
59 C -2.6613 -3.9086 4.2390  -1.16
60 C -2.3243 -3.6196 2.7430  -0.13
61 H -1.6933 -1.8116 1.8130  0.06
62 H -1.6243 -0.4366 3.9870  0.38
63 H -2.4203 -2.0396 5.7500  0.53
64 H -2.9983 -4.7986 4.6700  0.45
65 H -2.3533 -4.2256 1.8350  0.36
66 N -0.6963 3.6054 -0.7440  0.56
67 C 0.0207 4.0914 0.3140  -0.48
68 C 0.0697 5.5724 0.1120  -1.16
69 C -0.5013 5.8414 -1.1320  -0.40
70 C -0.9903 4.5844 -1.6990  -0.65
71 H -0.5503 2.4134 -0.7870  0.01
72 H 0.2457 3.4974 1.1280  1.06
73 H 0.2567 6.5514 0.6690  0.19
74 H -0.6893 6.7914 -1.7840  0.21
75 H -1.3343 4.1824 -2.5940  0.57
76 N 2.2997 -1.7536 -2.1220  0.74
77 C 1.7117 -2.8116 -2.8130  0.02
78 C 2.7377 -3.3696 -3.8240  -1.25
79 C 3.9247 -2.5266 -3.6060  -0.52
80 C 3.6647 -1.4626 -2.5830  -0.65
81 H 2.0447 -1.0756 -1.2500  -0.19
82 H 0.6597 -3.1226 -2.6250  0.33
83 H 2.6797 -4.1526 -4.5120  0.51
84 H 4.9167 -2.5546 -4.0900  0.34
85 H 4.3057 -0.6626 -2.2610  0.44
86 C 0.3567 -4.1646 0.7930  0.27
87 N 0.6547 -5.4306 0.3410  1.04
88 O 0.3997 -6.4606 1.0030  -0.66
89 O 1.0197 -5.4916 -0.8310  -0.57
90 H -0.6533 -4.0146 0.5170  -0.17
91 H 1.0017 -3.5566 0.4420  -0.13
92 H 0.4927 -4.1196 2.0510  0.20
93 C 2.3387 -1.5246 2.3320  -0.15
94 N 3.0137 -2.6476 3.0490  0.90
95 O 3.2647 -2.4996 4.2730  -0.58
96 O 2.8767 -3.8046 2.5910  -0.56
97 H 2.3067 -1.8466 1.2920  -0.10
98 H 2.8687 -0.6566 2.5330  0.48
99 H 1.3127 -1.3526 2.6190  0.05
100 C 1.6797 0.8264 -3.7840  0.17
101 N 2.0627 1.8644 -4.7440  1.10
102 O 3.2967 1.7634 -5.1210  -0.64
103 O 1.3437 2.6964 -5.1490  -0.59
104 H 0.6697 1.0424 -3.1340  -0.10
105 H 2.4407 0.7144 -3.1090  -0.25
106 H 1.4857 -0.1306 -4.3880  0.30

Output
Frontier orbital gap   0.24309 Eh
Energy above the lowest of the compared OMol25 structures with the same formula, charge and spin   55.5 kcal/mol
HOMO   -3.343 eV
Charge   -2

# 2
Entry from the OMol25 dataset: a structure of composition C35H50BrF5N2O14S4 (ωB97M-V with the def2-TZVPD basis set).

Each line ends with the Mulliken charge.
Element x y z (Å)
1 C 4.0568 2.5523 -2.2862  -0.54
2 O 5.1670 2.6050 -1.4101  -0.42
3 C 4.9186 3.2478 -0.1784  -0.71
4 C 4.7140 2.2598 0.9756  -0.96
5 C 3.8409 1.0545 0.6359  -1.05
6 C 2.3390 1.3857 0.6976  -0.86
7 C 1.8420 1.4288 2.1685  -4.01
8 C 0.3672 0.9582 2.4243  2.79
9 C -0.3773 1.9128 1.4470  -1.93
10 C -1.8278 2.4328 1.6591  -1.11
11 C -2.5498 2.5557 0.3485  -0.06
12 O -3.6858 2.2692 0.1723  -0.56
13 N -1.7452 3.1412 -0.7289  0.03
14 C -1.6872 2.3396 -1.9071  0.06
15 C -1.5388 0.9560 -1.8718  1.09
16 C -1.4415 0.2479 -3.0629  -0.94
17 C -1.4837 0.8929 -4.2932  -0.69
18 C -1.6359 2.2786 -4.3340  -0.62
19 C -1.7373 2.9840 -3.1468  -0.74
20 C 0.2504 -0.5638 2.0839  1.54
21 F 0.1868 -0.7286 0.7149  -0.48
22 C 1.5389 -1.3373 2.5356  -2.21
23 O 2.4261 -1.4802 1.4601  0.22
24 C 2.8628 -2.7772 1.2795  -0.15
25 C 2.5523 -3.3786 0.0606  -0.05
26 C 2.9527 -4.6844 -0.2110  -0.77
27 C 3.6846 -5.3884 0.7441  -0.55
28 C 3.9900 -4.7768 1.9607  -0.90
29 C 3.5889 -3.4713 2.2383  0.05
30 C -0.9274 -1.4023 2.6236  1.01
31 C -0.9235 -2.8109 1.9825  -1.85
32 C -1.6799 -3.0225 0.6891  -0.56
33 N -2.1555 -4.1292 0.3245  -0.65
34 S -2.6380 -0.7765 2.5058  1.03
35 O -2.9087 0.1705 3.5436  -0.71
36 O -2.9565 -0.3485 1.1794  -0.59
37 C -3.8460 -2.1795 2.9167  0.64
38 F -4.3495 -2.6729 1.8151  -0.18
39 F -3.2950 -3.1220 3.6657  -0.22
40 F -4.8165 -1.6203 3.5995  -0.19
41 O -0.6953 -1.6531 4.0190  -0.42
42 S -0.3056 -0.4110 5.0032  1.61
43 O -1.3658 -0.0934 5.8911  -0.70
44 O 0.9130 -0.8283 5.6207  -0.68
45 C 0.0236 1.1616 3.9393  0.09
46 F -1.0282 1.9528 4.1542  -0.33
47 Br 1.4117 2.0303 5.0466  -0.05
48 H 4.1427 3.3504 -3.0251  0.31
49 H 3.1103 2.6472 -1.7591  0.20
50 H 4.0417 1.6017 -2.8137  0.27
51 H 4.0932 3.9586 -0.2499  0.35
52 H 5.8087 3.8332 0.0455  0.43
53 H 5.6981 1.8774 1.2409  0.49
54 H 4.3180 2.7843 1.8452  0.27
55 H 4.0843 0.2581 1.3322  0.22
56 H 4.0687 0.6830 -0.3584  0.65
57 H 1.7746 0.7370 0.0400  0.26
58 H 2.2680 2.3882 0.2781  0.91
59 H 2.5864 0.9376 2.7846  0.97
60 H 1.8697 2.4745 2.4433  1.69
61 H -0.3265 1.4970 0.4512  0.59
62 H 0.1945 2.8242 1.3427  0.45
63 H -2.4771 1.9180 2.3476  0.51
64 H -1.7838 3.4642 2.0135  0.83
65 H -2.2332 3.9954 -0.9786  0.42
66 H -1.5093 0.4370 -0.9256  0.01
67 H -1.3060 -0.8235 -3.0430  0.46
68 H -1.3896 0.3556 -5.2234  0.39
69 H -1.6637 2.7794 -5.2881  0.47
70 H -1.8496 4.0607 -3.1749  0.48
71 H 1.9870 -0.8927 3.4206  -0.19
72 H 1.2682 -2.3280 2.8855  1.14
73 H 1.9992 -2.8290 -0.6863  0.47
74 H 2.6928 -5.1141 -1.1639  0.41
75 H 3.9843 -6.4020 0.5324  0.49
76 H 4.5515 -5.3475 2.6840  0.41
77 H 3.8398 -3.0089 3.1807  0.51
78 H 0.0936 -3.0760 1.7013  0.40
79 H -1.1940 -3.5443 2.7334  1.15
80 H -1.7731 -2.1874 0.0055  0.51
81 H -1.9865 -4.8347 1.0472  0.27
82 O -2.2418 7.4491 -6.3503  -0.66
83 S -1.5325 7.4674 -5.1091  1.22
84 O -1.9881 6.6730 -4.0098  -0.58
85 O -1.3645 8.9737 -4.6347  -0.28
86 C -2.5574 9.7817 -4.5218  -0.38
87 C -3.3940 9.4303 -3.3081  -0.96
88 C 0.1703 7.1274 -5.3887  -0.95
89 H -3.1367 9.7057 -5.4431  0.34
90 H -2.1982 10.8057 -4.4452  0.27
91 H -3.8117 8.4281 -3.3879  0.29
92 H -4.2198 10.1350 -3.2098  0.39
93 H -2.7885 9.4631 -2.4025  0.26
94 H 0.5252 7.7474 -6.2069  0.34
95 H 0.2437 6.0738 -5.6491  0.37
96 H 0.7222 7.3272 -4.4743  0.32
97 O 0.0677 -6.8357 0.2852  -0.50
98 S -0.2959 -8.2069 0.4809  1.16
99 O -0.0193 -9.1740 -0.5339  -0.63
100 O -1.8336 -8.2741 0.8725  -0.32
101 C -2.7851 -7.6500 -0.0222  -0.15
102 C -3.0139 -8.4492 -1.2883  -1.12
103 C 0.3554 -8.7815 2.0104  -0.96
104 H -2.4631 -6.6327 -0.2487  0.23
105 H -3.7083 -7.5826 0.5498  0.32
106 H -2.1181 -8.4833 -1.9059  0.30
107 H -3.8128 -7.9947 -1.8739  0.41
108 H -3.2876 -9.4766 -1.0485  0.28
109 H 0.1264 -8.0586 2.7883  0.30
110 H 1.4314 -8.8731 1.8808  0.37
111 H -0.0800 -9.7516 2.2333  0.35

Output
Frontier orbital gap   0.30606 Eh
HOMO   -8.296 eV
Charge   0

Number 1: energy -3115.17222 hartree, strongest force on any atom 12.3 eV/Å. Number 2: energy -7192.43693 hartree, strongest force on any atom 2.3 eV/Å.